[1]
The following is a quantum chemistry calculation of a 2-piece molecular cluster, C10H16 overall at a distorted geometry, from OMol25.

Geometry as XYZ:
```
26
Properties=species:S:1:pos:R:3:nbo_charge:R:1
C -1.65185 -0.09172 1.45559 -0.619
H -2.31694 1.14605 4.06089 0.224
H -2.53898 0.54554 1.51951 0.228
C 0.11295 0.32134 -2.04212 0.038
C 0.59325 -1.43661 -0.37040 -0.139
C -0.16338 -0.94638 -1.48557 0.071
H 0.27241 -2.39128 0.03034 0.254
H 0.09902 -0.13987 2.51764 0.190
H 1.80512 1.68165 -2.19049 0.250
H -0.74094 1.76288 3.87504 0.217
H -0.81728 -1.66847 -1.96643 0.245
H -1.61120 1.56364 -2.54072 0.268
H -0.87928 0.42548 4.77639 0.220
H -1.34416 0.20137 -3.57708 0.245
H 2.37182 -1.40814 0.72187 0.263
H -1.00163 -1.22128 3.28120 0.217
H 3.23622 0.58645 -0.76235 0.245
C -0.95547 -0.23848 2.82486 -0.408
C 1.76192 -0.85625 0.01728 -0.220
C 1.31061 0.87249 -1.67810 -0.206
C -0.82207 0.96421 -3.01041 -0.655
C -1.30591 0.82637 3.84149 -0.635
H -0.24936 1.68887 -3.59125 0.249
H -2.12642 -1.04433 1.17388 0.209
H -1.10479 0.27505 0.59223 0.179
C 2.22535 0.20258 -0.79673 0.067
```

spin multiplicity	2
highest occupied orbital energy (alpha / beta)	-13.97 / -13.98	eV
HOMO-LUMO gap (alpha / beta)	9.3 / 5.8	eV
total energy	-390.2684	Ha
LUMO energy (alpha / beta)	-4.64 / -8.20	eV
relative energy (zero: lowest compared OMol25 entry of this formula, charge and spin)	108.89	kJ/mol
total charge	+1


[2]
The following is a quantum chemistry calculation of a 2-piece molecular cluster, C10H16 overall at a distorted geometry, from OMol25.

Geometry as XYZ:
```
26
Properties=species:S:1:pos:R:3:nbo_charge:R:1
C 2.05483 -0.96989 0.72671 0.045
C -1.41220 -1.07015 1.88579 -0.622
H 0.74942 2.24354 0.56110 0.254
C -1.84464 -0.03676 -0.31818 -0.608
H -0.51424 -0.45436 1.63354 0.174
H -2.59394 0.25163 -1.08664 0.231
C 1.64050 -0.27330 -1.49056 -0.222
H 2.03484 0.66625 2.23334 0.270
H -3.18599 0.09543 1.35193 0.215
H -1.21221 0.84550 0.04085 0.179
H 1.74045 -0.44652 -2.55729 0.239
C 1.21959 1.22822 0.37057 -0.119
H -1.84124 -0.73222 2.92470 0.234
H -1.10722 -2.18166 1.93166 0.220
H 0.99237 1.93656 -2.92888 0.284
C 1.83549 0.32589 1.23362 -0.232
H -3.06915 -1.68076 0.77148 0.226
H 2.21204 -1.71945 1.33220 0.216
C 0.35663 1.80415 -1.99082 -0.689
C 1.04253 0.89099 -1.06790 0.248
H 0.20686 2.84367 -1.40352 0.254
H -1.22054 -0.71080 -0.91063 0.191
C 2.15179 -1.28889 -0.64328 -0.135
C -2.49028 -0.69989 0.95147 -0.417
H -0.43979 1.28670 -2.39025 0.280
H 2.69411 -2.15387 -1.16100 0.283
```

spin multiplicity	2
highest occupied orbital energy (alpha / beta)	-14.04 / -14.04	eV
HOMO-LUMO gap (alpha / beta)	9.6 / 6.0	eV
total energy	-390.2323	Ha
LUMO energy (alpha / beta)	-4.40 / -8.06	eV
relative energy (zero: lowest compared OMol25 entry of this formula, charge and spin)	203.85	kJ/mol
total charge	+1


[3]
The following is a quantum chemistry calculation of C10H16As2Cl3O4ReSSi as an isolated structure at a distorted geometry, from OMol25.

Geometry as XYZ:
```
38
Properties=species:S:1:pos:R:3:nbo_charge:R:1
C -2.56838 -1.79278 1.37080 -0.929
O -2.56686 2.36080 -0.88966 -1.093
H -3.52895 -1.66568 0.87452 0.253
C -0.94685 -3.31034 -0.66403 -0.907
As 1.15794 0.57146 -0.83638 1.045
H -0.73553 -3.99854 0.15026 0.243
H 1.54383 3.04219 -1.06830 0.252
S -2.57750 1.86963 -2.47395 2.506
H 1.95223 -2.69571 3.89880 0.234
H -1.85520 -3.61292 -1.18139 0.250
C 1.85059 2.31660 -0.31526 -0.933
H -0.16246 -2.81429 2.62441 0.213
C 0.63905 -2.16510 2.29254 -0.152
H 3.76887 -1.19293 3.14546 0.235
Si -2.31702 3.93622 -0.39774 1.586
H 2.23491 -1.01333 -2.47113 0.244
C 2.84199 -1.24833 2.59078 -0.180
O -3.40371 2.75199 -3.19372 -0.847
C 2.67465 -0.46878 1.45700 -0.195
C 1.82290 -2.09263 3.01018 -0.194
Cl -1.02570 4.87799 -1.61828 -0.306
Cl -1.44988 3.65199 1.40091 -0.326
Cl -4.07490 4.86998 -0.30881 -0.275
C 2.49777 -0.01322 -2.13223 -0.914
H -2.50818 -2.80103 1.77364 0.240
H 1.43910 2.60539 0.64774 0.253
H 3.46378 0.20067 1.13469 0.220
O -1.13775 1.86913 -2.80987 -0.891
Re -1.15360 0.35741 -1.48509 0.696
C 0.47021 -1.39578 1.14668 -0.346
C 1.49281 -0.54271 0.72814 -0.350
As -1.14796 -1.50187 0.05571 1.025
H 2.93716 2.29346 -0.27169 0.243
H -2.48177 -1.06426 2.17434 0.249
H -0.11860 -3.30025 -1.37042 0.241
O -2.99759 0.46748 -2.31646 -0.886
H 2.47975 0.66742 -2.98227 0.250
H 3.49082 -0.01934 -1.68997 0.246
```

spin multiplicity	4
highest occupied orbital energy (alpha / beta)	-12.79 / -11.87	eV
HOMO-LUMO gap (alpha / beta)	10.0 / 7.3	eV
total energy	-7309.5880	Ha
LUMO energy (alpha / beta)	-2.80 / -4.55	eV
relative energy (zero: lowest compared OMol25 entry of this formula, charge and spin)	143.82	kJ/mol
total charge	+1


[4]
The following is a quantum chemistry calculation of a 2-piece molecular cluster, C10H16BCl2NO5 overall at a distorted geometry, from OMol25.

Geometry as XYZ:
```
35
Properties=species:S:1:pos:R:3:nbo_charge:R:1
H -2.85126 -0.62886 -2.50032 0.245
H 1.55753 1.15935 0.22824 0.217
H 0.33334 1.31309 4.33352 0.235
C 0.78133 0.96775 0.97231 -0.204
O 2.85619 -3.78889 2.20634 -0.856
C 1.04841 1.28440 2.32015 -0.147
Cl 2.70214 -2.35875 2.19846 2.543
H -3.63656 -0.69337 -0.90809 0.264
H 0.92247 3.31899 -2.65747 0.246
C -1.13600 0.54546 2.87294 -0.191
C -2.92787 -1.22629 -1.56405 -1.035
C 0.49911 -0.04078 -1.74784 -0.257
O 2.86972 -1.84767 0.84247 -0.915
N -0.69989 0.10075 -0.86068 -0.631
H 2.04189 1.68299 2.54024 0.236
H 0.29132 -0.88400 -2.43123 0.240
C 0.09874 1.06193 3.29974 -0.163
H -1.37411 0.79634 -1.19754 0.444
C -1.38833 0.24618 1.54075 -0.193
O 1.38665 -1.98722 2.67582 -0.895
Cl -0.03383 0.96000 -4.25012 -0.058
H -0.68419 2.76978 -2.23541 0.217
H 1.86968 1.19722 -2.82214 0.243
C 0.78211 1.18411 -2.65491 -0.196
H -1.89311 0.38619 3.64636 0.227
O -0.89070 -2.39546 -0.53290 -0.838
O 3.70930 -1.77602 3.05160 -0.869
H -3.27098 -2.22752 -1.85230 0.253
H 0.68371 2.70993 -1.02386 0.240
C 0.38563 2.55496 -2.06827 -0.657
B -1.46162 -1.24297 -0.94295 1.156
C -0.41269 0.43568 0.54814 0.074
H 1.40679 -0.34840 -1.20445 0.297
H -2.39225 -0.14187 1.32858 0.210
H -1.17269 -3.08704 -1.15113 0.517
```

highest occupied orbital energy	-8.19	eV
HOMO-LUMO gap	7.7	eV
total energy	-1766.5821	Ha
LUMO energy	-0.48	eV